Entry from the OMol25 dataset: C50H76N6O4PSTi as an isolated structure in a non-equilibrium geometry (ωB97M-V with the def2-TZVPD basis set).

Each line ends with the Löwdin charge.
Element x y z (Å)
1 Ti 0.90000 -0.32986 0.42906  1.186
2 C -4.56830 3.03314 -0.32344  -0.078
3 C -4.03000 2.21624 0.85156  -0.166
4 C -2.54410 2.05654 0.81856  -0.100
5 C -1.59310 3.04004 0.95316  -0.124
6 C -1.78950 4.48734 1.27036  -0.180
7 C -1.89950 4.69194 2.78546  -0.079
8 C -0.31040 2.39014 0.94976  -0.225
9 N -0.48530 1.04354 0.76306  -0.037
10 C -1.83050 0.80824 0.75286  -0.224
11 C -2.33890 -0.45996 1.03646  0.037
12 C -1.54930 -1.46396 1.59716  -0.203
13 C -1.97900 -2.41276 2.57826  -0.150
14 C -3.40640 -2.65306 2.94006  -0.195
15 C -3.89730 -1.57336 3.90656  -0.088
16 C -0.84140 -2.84846 3.23596  -0.145
17 C 0.26760 -2.23276 2.59636  -0.221
18 C 1.65730 -2.17526 2.92096  0.042
19 C 2.51040 -1.71306 1.96136  -0.273
20 N 2.20170 -1.78456 0.59486  -0.133
21 C 3.22090 -2.30676 -0.03694  -0.061
22 C 3.80320 -0.95506 2.16106  -0.126
23 C 3.26930 0.45904 2.24776  -0.223
24 N 2.21810 0.86864 1.47656  0.017
25 C 2.00430 2.19504 1.79226  -0.239
26 C 0.89170 2.95014 1.35536  0.040
27 C 2.94670 2.61274 2.75946  -0.150
28 C 3.71650 1.48554 3.07836  -0.151
29 C 4.78120 1.36044 4.12286  -0.202
30 C 4.21120 0.99594 5.49496  -0.083
31 C 3.03590 3.97434 3.37186  -0.197
32 C 2.03170 4.15084 4.51626  -0.084
33 C 4.53780 -2.37416 0.28586  -0.243
34 C 4.81190 -1.19956 1.04876  -0.077
35 C 5.43400 0.00444 0.38336  -0.201
36 C 6.69490 0.57894 1.03226  -0.076
37 C 5.52320 -3.31156 -0.34994  -0.192
38 C 6.57130 -2.67196 -1.26044  -0.097
39 N -0.18270 -1.41886 1.59836  -0.011
40 C -0.77530 -3.80566 4.38416  -0.193
41 C -0.97410 -5.24836 3.90926  -0.095
42 H -5.65490 2.96214 -0.35784  0.067
43 H -4.16160 2.64984 -1.25444  0.051
44 H -4.30230 4.08374 -0.23184  0.056
45 H -4.48520 1.22844 0.81836  0.077
46 H -4.33360 2.69154 1.79326  0.112
47 H -2.69240 4.86434 0.79026  0.092
48 H -0.94430 5.07014 0.89566  0.106
49 H -2.76610 4.16454 3.17926  0.069
50 H -1.99420 5.75124 3.02636  0.068
51 H -1.01490 4.29234 3.27836  0.051
52 H -3.40700 -0.59146 1.05316  0.091
53 H -3.51460 -3.63126 3.40986  0.096
54 H -4.01970 -2.63996 2.03766  0.105
55 H -3.30580 -1.59406 4.81876  0.070
56 H -4.94350 -1.73256 4.15936  0.064
57 H -3.78560 -0.58686 3.46356  0.065
58 H 2.00190 -2.36316 3.93156  0.112
59 H 4.25070 -1.22466 3.12506  0.154
60 H 0.90460 4.00584 1.59126  0.103
61 H 5.34460 2.29314 4.20236  0.105
62 H 5.47500 0.57314 3.82556  0.088
63 H 3.56690 1.78234 5.87586  0.053
64 H 5.01700 0.83844 6.20996  0.066
65 H 3.62040 0.08654 5.42616  0.071
66 H 2.85370 4.74244 2.61246  0.104
67 H 4.04390 4.13344 3.76436  0.099
68 H 1.01690 4.03494 4.14226  0.049
69 H 2.13200 5.13574 4.97626  0.067
70 H 2.19540 3.38784 5.27486  0.057
71 H 4.68450 0.80894 0.35986  0.110
72 H 5.65970 -0.25376 -0.65114  0.087
73 H 6.47120 0.95704 2.02336  0.046
74 H 7.06520 1.41024 0.43236  0.071
75 H 7.47760 -0.17326 1.10706  0.066
76 H 4.95410 -4.04536 -0.92524  0.102
77 H 6.04410 -3.84246 0.45566  0.109
78 H 6.08390 -2.08296 -2.03284  0.060
79 H 7.17580 -3.44206 -1.74004  0.066
80 H 7.23220 -2.03256 -0.68234  0.060
81 H -1.55080 -3.55686 5.11546  0.104
82 H 0.19640 -3.72376 4.87746  0.101
83 H -1.94210 -5.35126 3.42016  0.063
84 H -0.93030 -5.94026 4.75196  0.063
85 H -0.19760 -5.51286 3.19246  0.077
86 C 3.32770 0.87294 -2.62514  -0.204
87 C 2.09210 1.43834 -1.86654  -0.178
88 N 0.97800 0.49474 -1.76104  -0.129
89 C 0.40930 0.15564 -3.07974  -0.233
90 C 0.01160 -1.32096 -3.20214  -0.452
91 S 0.88900 -2.42116 -2.06594  0.924
92 C 2.47990 -2.70256 -2.95114  -0.429
93 C 3.20930 -1.46706 -3.46294  -0.273
94 N 3.62780 -0.52466 -2.44504  -0.047
95 H 3.26400 1.07474 -3.69984  0.109
96 H 4.18870 1.44274 -2.25124  0.104
97 H 2.41570 1.67744 -0.84544  0.089
98 H 1.77880 2.37644 -2.35924  0.131
99 H 0.21900 0.95034 -1.23414  0.082
100 H -0.49140 0.75014 -3.26944  0.084
101 H 1.14260 0.40584 -3.85214  0.101
102 H -1.03240 -1.42406 -2.90404  0.029
103 H 0.14390 -1.69206 -4.21874  0.079
104 H 3.09390 -3.21416 -2.21084  0.034
105 H 2.27150 -3.37326 -3.78664  0.071
106 H 4.11610 -1.83806 -3.96904  0.106
107 H 2.60120 -0.98036 -4.23064  0.095
108 H 3.36910 -0.84966 -1.51414  0.059
109 C -3.35430 -1.12906 -6.39514  -0.028
110 C -3.09370 0.04654 -5.43974  -0.641
111 C -4.23990 1.05564 -5.52584  -0.032
112 C -1.77570 0.73674 -5.81754  -0.034
113 O -2.97160 -0.51826 -4.15224  -0.187
114 P -3.03200 0.38114 -2.74404  0.308
115 O -2.64970 1.79134 -3.00434  -0.286
116 O -2.28380 -0.41046 -1.73074  -0.277
117 O -4.64700 0.40104 -2.44154  -0.167
118 C -5.46810 -0.71086 -2.14944  -0.633
119 C -6.07390 -0.49326 -0.75644  -0.021
120 C -4.71290 -2.03446 -2.15584  -0.039
121 C -6.59850 -0.75146 -3.18804  -0.027
122 H -3.41370 -0.77916 -7.42364  0.081
123 H -4.28810 -1.61986 -6.13234  0.074
124 H -2.55380 -1.85696 -6.30324  0.079
125 H -4.13550 1.66444 -6.42124  0.084
126 H -4.19330 1.69504 -4.65084  0.063
127 H -5.20320 0.55094 -5.54844  0.069
128 H -1.79990 1.10984 -6.84034  0.081
129 H -0.95680 0.02744 -5.71684  0.072
130 H -1.60960 1.56874 -5.13884  0.071
131 H -5.29430 -0.63546 -0.01484  0.057
132 H -6.88240 -1.19676 -0.56584  0.083
133 H -6.45230 0.52184 -0.68074  0.079
134 H -3.94750 -2.01806 -1.38654  0.071
135 H -4.21930 -2.18216 -3.11054  0.076
136 H -5.40550 -2.85326 -1.97204  0.087
137 H -7.09330 0.21464 -3.23404  0.086
138 H -7.32080 -1.51526 -2.91364  0.077
139 H -6.20250 -0.98336 -4.17234  0.066

Calculated values
**Energy relative to the best compared isomer or geometry (same formula, charge and spin)**: 0.00 kcal per mole
**E_LUMO (spin up / spin down)**: 0.06607 / 0.06594 Ha
**Net charge**: -1
**HOMO level (spin up / spin down)**: -3.017 / -3.045 eV